Density functional theory data (the ωB97M-V functional and the def2-TZVPD basis) for a 2-piece molecular cluster, C22H31N5O4 overall in a non-equilibrium geometry.

Output
Structure (SMILES): CN1C(=O)C(=Cc2ccc(N(C)C)cc2)C(=O)N(C)C1=O.CN(C)C(=O)[C@@H]1CCCN1
Total charge: 0
Lowest unoccupied orbital energy (eV): -0.42
Frontier orbital gap (eV): 7.423
E (Ha): -1431.67438
Relative energy (zero: lowest compared OMol25 entry of this formula, charge and spin) (kcal per mole): 47.8

Last column: Löwdin charge in e.
Element x y z (Å)
C1 5.657825 -0.015573 1.724397  -0.0072
N1 4.363881 0.632363 1.666558  0.0189
C2 3.285252 -0.087489 1.139936  -0.3421
O1 3.466951 -1.166148 0.560728  0.0782
C3 1.958145 0.503796 1.345546  -0.0260
C4 0.879815 -0.291828 1.124042  0.0539
C5 -0.519185 0.068347 1.301944  -0.2138
C6 -1.167165 0.924071 0.395823  -0.0330
C7 -2.518324 1.201335 0.521794  0.0051
C8 -3.230548 0.723037 1.650373  -0.2471
N2 -4.543138 1.122824 1.906699  -0.2506
C9 -5.610704 0.961002 0.943189  -0.0825
C10 -4.834111 2.072247 2.957440  -0.0772
C11 -2.570338 -0.133276 2.568201  -0.0057
C12 -1.259597 -0.511830 2.350443  -0.0147
C13 1.856591 1.929575 1.716566  -0.3195
O2 0.811359 2.517501 1.987010  0.0967
N3 3.077080 2.634230 1.674173  0.0144
C14 3.094542 4.049800 1.963904  -0.0181
C15 4.335885 2.029468 1.798821  -0.4000
O3 5.339246 2.706096 2.009296  0.0820
H1 6.392110 0.758387 1.926744  0.0863
H2 5.652325 -0.748959 2.533362  0.1022
H3 5.872279 -0.527280 0.784503  0.0964
H4 1.081366 -1.340075 0.898090  0.1196
H5 -0.573127 1.378099 -0.402538  0.1239
H6 -3.022130 1.845127 -0.203031  0.1153
H7 -5.448605 0.042576 0.365851  0.0892
H8 -6.559572 0.888635 1.492072  0.0820
H9 -5.663767 1.817832 0.255325  0.0783
H10 -4.040209 2.060058 3.706733  0.0880
H11 -4.922108 3.089658 2.552474  0.0833
H12 -5.789480 1.814263 3.429639  0.0805
H13 -3.127973 -0.514024 3.427494  0.1185
H14 -0.737752 -1.217464 2.998450  0.1226
H15 2.092739 4.447130 1.832858  0.0898
H16 3.439141 4.211547 2.990262  0.1051
H17 3.803023 4.530146 1.288392  0.0976
C16 -2.230825 -3.851923 -1.334401  -0.0441
N4 -1.542854 -2.753017 -1.976407  -0.1454
C17 -2.217341 -2.230309 -3.152146  -0.0528
C18 -0.293724 -2.404929 -1.577544  -0.3919
O4 0.286829 -2.943543 -0.639099  0.0524
C19 0.329218 -1.241356 -2.366464  -0.2844
C20 0.689768 -1.472500 -3.861610  -0.1196
C21 2.151115 -1.010516 -4.011442  -0.1519
C22 2.505078 -0.328294 -2.676108  -0.1990
N5 1.490137 -0.754644 -1.754163  -0.0214
H18 -1.717173 -4.108761 -0.406130  0.0872
H19 -3.267377 -3.553652 -1.129228  0.0879
H20 -2.262756 -4.728929 -1.997134  0.0949
H21 -1.886524 -1.210229 -3.386659  0.0773
H22 -2.035449 -2.862119 -4.037607  0.0984
H23 -3.294193 -2.208851 -2.957433  0.0889
H24 -0.413090 -0.420920 -2.330282  0.1249
H25 0.525676 -2.505410 -4.189020  0.1150
H26 0.046386 -0.818240 -4.456924  0.1034
H27 2.814692 -1.869378 -4.152001  0.1063
H28 2.264179 -0.326544 -4.857390  0.1035
H29 3.518970 -0.556143 -2.310487  0.1151
H30 2.448457 0.767256 -2.805858  0.1044
H31 1.769054 -1.012277 -0.818008  0.0608

Atomic forces in eV per Å
C 0.3110 -0.2475 0.0059
N -0.3943 0.4978 -0.3571
C 0.7508 -1.2178 -0.7471
O -0.2063 1.5196 1.1082
C -0.8101 -0.2292 -0.3856
C 0.9845 0.2886 0.9073
C -1.2547 0.1801 -0.2151
C 0.4367 -0.3087 0.0215
C -0.3557 -0.2002 0.7112
C 1.0440 0.0004 -0.1967
N -0.9240 -0.5201 0.4916
C 0.5883 0.1072 -0.0707
C 0.1776 -0.1053 -0.1297
C -0.5324 0.3476 -0.4720
C 0.7740 0.2921 -0.4093
C -0.8324 1.0707 0.2169
O 1.4002 -0.8081 -0.3632
N 0.2156 -0.8445 0.3398
C 0.0190 0.5504 0.1024
C 0.3986 0.3652 0.0956
O -1.2944 -1.0740 -0.2576
H 0.0455 -0.1384 -0.0277
H 0.0626 0.0165 -0.1081
H -0.0215 0.0935 0.1071
H 0.0071 0.0816 0.0541
H -0.2522 -0.1861 0.1767
H 0.1476 -0.1548 0.2722
H -0.1193 0.2195 0.0768
H 0.1465 -0.0307 -0.2396
H -0.2301 -0.0786 -0.1140
H -0.1183 0.0238 -0.0517
H 0.0208 0.1232 0.1171
H 0.1408 0.0629 0.0637
H 0.1437 0.1117 -0.3174
H -0.3121 0.1641 -0.0018
H 0.0540 -0.0507 0.0052
H -0.1251 0.1033 -0.1521
H -0.1429 0.0392 0.0997
C -0.1098 -0.1858 0.1006
N -0.2667 -0.1128 -0.0452
C 0.2101 0.2150 -0.2095
C 0.3236 0.0388 -0.2039
O -0.3190 0.3220 -0.3800
C -0.8304 0.3422 0.1738
C -0.1656 0.2143 -0.0336
C 0.2806 -0.3653 0.1982
C -0.0221 0.6307 -0.1427
N 1.4160 0.1906 0.9066
H -0.1137 0.0319 -0.1968
H 0.2076 -0.0731 0.0750
H 0.0550 0.0877 0.1652
H -0.1985 -0.3941 0.1073
H -0.0942 0.1416 0.2175
H 0.1523 0.0177 -0.0307
H -0.3273 -0.3230 -0.1514
H 0.0930 0.1896 0.0976
H 0.0084 -0.2726 -0.0987
H -0.1279 0.1121 -0.1301
H 0.0869 -0.1990 0.0938
H -0.3621 -0.0607 -0.1234
H 0.1925 -0.0862 -0.0893
H -0.0318 -0.5263 -0.6566